(a)
Below is 2 unconnected molecules or ions with the total composition C5H11NOS, with properties calculated with ωB97M-V with the def2-TZVPD basis set.

Output
E_HOMO, eV: -8.400
LUMO energy, eV: -2.67
Charge: 0
Orbital gap, eV: 5.7
M, g/mol: 133.22

Each line ends with the natural charge from an NBO analysis.
Element x y z (Å)
C1 0.672 0.184 1.368  -0.059
C2 1.807 -0.222 0.609  -0.733
S1 1.673 -0.624 -1.093  -0.164
C3 -0.746 0.083 0.986  0.609
N1 -1.232 0.882 -0.087  -0.435
C4 -1.753 0.028 -1.138  -0.425
C5 -0.228 1.860 -0.430  -0.428
O1 -1.511 -0.664 1.541  -0.523
H1 0.787 -0.075 2.422  0.218
H2 -0.377 -2.815 0.492  -0.008
H3 2.647 0.476 0.689  0.325
H4 2.240 -1.121 1.090  0.353
H5 -0.521 -3.406 0.067  0.005
H6 -1.046 -0.330 -1.872  0.210
H7 -2.548 0.541 -1.685  0.194
H8 -2.265 -0.817 -0.678  0.231
H9 -0.473 2.325 -1.377  0.223
H10 -0.298 2.705 0.263  0.202
H11 0.817 1.529 -0.469  0.204

=====

(b)
Below is a molecular structure, C5H11NOS, with properties calculated with ωB97M-V with the def2-TZVPD basis set.

Output
E_HOMO, eV: -8.087
LUMO energy, eV: 0.57
Charge: 0
Orbital gap, eV: 8.7
M, g/mol: 133.22

Each line ends with the natural charge from an NBO analysis.
Element x y z (Å)
C1 1.265 -0.887 0.532  -0.824
C2 1.348 -0.132 -0.794  -0.238
C3 -0.772 1.056 -0.348  -0.128
C4 -1.019 0.428 1.579  -0.771
C5 -0.892 -0.775 -1.893  -0.416
N1 -0.092 0.223 -1.179  -0.463
O1 1.298 1.388 2.227  -0.964
S1 0.694 0.121 1.790  1.607
H1 2.129 -1.314 1.076  0.224
H2 1.746 0.791 -0.936  0.192
H3 1.844 -0.784 -1.575  0.215
H4 -1.845 1.208 -0.791  0.224
H5 -0.189 2.038 -0.027  0.222
H6 -1.420 1.343 2.038  0.248
H7 -1.503 -0.554 1.648  0.236
H8 -1.809 -1.087 -1.224  0.185
H9 -1.351 -0.467 -2.840  0.202
H10 -0.236 -1.750 -2.026  0.219
H11 0.804 -0.846 2.741  0.028

=====

(c)
Below is a molecular structure, C5H11NOS, with properties calculated with ωB97M-V with the def2-TZVPD basis set.

Output
E_HOMO, eV: -8.667
LUMO energy, eV: 0.86
Charge: 0
Orbital gap, eV: 9.5
M, g/mol: 133.22

Each line ends with the natural charge from an NBO analysis.
Element x y z (Å)
C1 0.500 0.694 -1.212  -0.624
C2 0.455 0.663 1.233  -0.586
C3 1.389 0.685 0.040  -0.241
C4 2.319 -0.594 -0.032  -0.609
C5 -2.873 -1.177 0.152  -0.426
N1 -1.569 -0.756 -0.371  -0.940
O1 -1.738 1.867 -0.146  -0.926
S1 -0.937 0.645 -0.153  1.962
H1 0.540 1.628 -1.734  0.246
H2 0.672 -0.198 -1.782  0.253
H3 0.668 -0.179 1.722  0.214
H4 0.351 1.575 1.812  0.232
H5 2.062 1.528 0.057  0.212
H6 2.566 -0.782 -1.076  0.205
H7 1.828 -1.453 0.372  0.218
H8 3.269 -0.174 0.386  0.220
H9 -3.097 -2.207 -0.131  0.201
H10 -3.592 -0.614 -0.402  0.203
H11 -2.812 -1.153 1.264  0.187

=====

Stability, highest: (c)

=====

(a)
Below is 2 unconnected molecules or ions with the total composition C3H4N3O2, with properties calculated with ωB97M-V with the def2-TZVPD basis set.

Output
E_HOMO, eV: -3.909
LUMO energy, eV: 4.13
Charge: -1
Orbital gap, eV: 8.0
M, g/mol: 114.08

Each line ends with the natural charge from an NBO analysis.
Element x y z (Å)
C1 -0.121 2.438 0.070  0.096
C2 1.598 -0.236 -0.014  0.837
C3 -1.757 -0.998 -0.057  -0.241
N1 -1.159 2.752 -0.282  -0.465
N2 -0.455 -1.086 -0.098  -0.269
N3 0.286 -0.017 0.080  -0.566
O1 2.390 0.675 -0.075  -0.705
O2 1.945 -1.584 -0.141  -0.778
H1 0.878 1.957 0.399  0.297
H2 -2.266 -1.855 -0.029  0.149
H3 -2.244 -0.056 0.151  0.164
H4 0.904 -1.990 -0.003  0.480

=====

(b)
Below is 2 unconnected molecules or ions with the total composition C3H4N3O2, with properties calculated with ωB97M-V with the def2-TZVPD basis set.

Output
E_HOMO, eV: -2.087
LUMO energy, eV: 3.73
Charge: -1
Orbital gap, eV: 5.8
M, g/mol: 114.08

Each line ends with the natural charge from an NBO analysis.
Element x y z (Å)
C1 -1.249 1.358 -0.033  0.234
C2 -0.841 -1.420 0.152  0.867
C3 -0.140 0.946 0.741  -0.468
N1 -1.963 1.775 -0.836  -0.529
N2 -0.042 -1.518 -0.821  -0.906
N3 1.181 1.192 0.308  -0.356
O1 2.134 0.125 0.091  -0.634
O2 -1.689 -1.589 0.990  -0.582
H1 -0.308 0.419 1.734  0.198
H2 1.735 -0.658 -0.225  0.462
H3 0.129 -2.393 -1.480  0.386
H4 1.052 1.762 -0.620  0.328

=====

Stability, highest: (a)

=====

(a)
Below is C19H20N2O3 in the gas phase, with properties calculated with ωB97M-V with the def2-TZVPD basis set.

Output
E_HOMO, eV: -7.637
SMILES: CC(=O)c1ccc(C(=O)Nc2ccc(N3CCOCC3)cc2)cc1
LUMO energy, eV: -0.06
Charge: 0
Orbital gap, eV: 7.6
M, g/mol: 324.38

Each line ends with the natural charge from an NBO analysis.
Element x y z (Å)
C1 -5.011 -2.233 1.208  -0.718
C2 -4.870 -0.740 1.382  0.575
O1 -5.490 -0.138 2.229  -0.531
C3 -3.937 -0.037 0.462  -0.160
C4 -3.058 -0.700 -0.394  -0.191
C5 -2.209 0.015 -1.215  -0.140
C6 -2.229 1.408 -1.203  -0.140
C7 -1.380 2.197 -2.143  0.660
O2 -1.843 3.075 -2.846  -0.591
N1 -0.065 1.860 -2.230  -0.605
C8 0.706 1.019 -1.415  0.104
C9 0.491 0.900 -0.045  -0.212
C10 1.279 0.067 0.719  -0.236
C11 2.338 -0.662 0.161  0.155
N2 3.068 -1.536 0.951  -0.430
C12 3.501 -1.136 2.277  -0.238
C13 4.892 -0.489 2.200  -0.084
O3 5.836 -1.360 1.619  -0.524
C14 5.437 -1.754 0.324  -0.086
C15 4.057 -2.422 0.370  -0.245
C16 2.559 -0.513 -1.213  -0.215
C17 1.757 0.307 -1.981  -0.232
C18 -3.125 2.075 -0.375  -0.173
C19 -3.959 1.359 0.458  -0.161
H1 -4.073 -2.724 1.460  0.231
H2 -5.265 -2.472 0.178  0.230
H3 -5.790 -2.598 1.871  0.240
H4 -3.022 -1.778 -0.419  0.216
H5 -1.534 -0.508 -1.875  0.217
H6 0.427 2.313 -2.992  0.411
H7 -0.299 1.463 0.429  0.226
H8 1.057 -0.022 1.770  0.213
H9 2.801 -0.432 2.722  0.212
H10 3.553 -2.032 2.905  0.200
H11 5.269 -0.256 3.198  0.196
H12 4.824 0.439 1.610  0.165
H13 6.200 -2.448 -0.031  0.196
H14 5.406 -0.874 -0.338  0.164
H15 3.741 -2.751 -0.619  0.212
H16 4.121 -3.302 1.020  0.204
H17 3.369 -1.030 -1.702  0.203
H18 1.956 0.403 -3.039  0.212
H19 -3.154 3.154 -0.393  0.231
H20 -4.651 1.861 1.118  0.240

=====

(b)
Below is C19H20N2O3 in the gas phase, with properties calculated with ωB97M-V with the def2-TZVPD basis set.

Output
E_HOMO, eV: -8.450
SMILES: COc1ccccc1C(=O)Nc1ccc(C(=O)N2CCCC2)cc1
LUMO energy, eV: 0.70
Charge: 0
Orbital gap, eV: 9.2
M, g/mol: 324.38

Each line ends with the natural charge from an NBO analysis.
Element x y z (Å)
C1 2.076 -1.749 -5.780  -0.251
O1 2.030 -1.404 -4.416  -0.480
C2 3.150 -1.530 -3.669  0.346
C3 4.348 -2.079 -4.118  -0.305
C4 5.426 -2.202 -3.258  -0.174
C5 5.331 -1.791 -1.941  -0.266
C6 4.143 -1.245 -1.486  -0.127
C7 3.055 -1.105 -2.334  -0.203
C8 1.801 -0.440 -1.854  0.676
O2 1.316 0.528 -2.390  -0.579
N1 1.310 -1.041 -0.725  -0.599
C9 0.185 -0.710 0.030  0.152
C10 -0.676 0.330 -0.314  -0.199
C11 -1.765 0.615 0.487  -0.192
C12 -2.021 -0.124 1.637  -0.154
C13 -3.218 0.117 2.495  0.664
O3 -3.957 -0.792 2.838  -0.623
N2 -3.453 1.394 2.867  -0.428
C14 -2.545 2.520 2.783  -0.211
C15 -2.847 3.312 4.054  -0.406
C16 -4.356 3.127 4.197  -0.413
C17 -4.570 1.681 3.757  -0.214
C18 -1.177 -1.183 1.957  -0.149
C19 -0.081 -1.467 1.171  -0.252
H1 2.825 -1.161 -6.318  0.179
H2 2.280 -2.817 -5.918  0.175
H3 1.087 -1.518 -6.172  0.206
H4 4.450 -2.412 -5.139  0.222
H5 6.349 -2.626 -3.627  0.216
H6 6.174 -1.888 -1.276  0.216
H7 4.066 -0.897 -0.465  0.208
H8 1.818 -1.851 -0.394  0.403
H9 -0.487 0.902 -1.206  0.250
H10 -2.437 1.409 0.197  0.216
H11 -1.509 2.185 2.718  0.221
H12 -2.774 3.129 1.900  0.182
H13 -2.551 4.356 3.973  0.217
H14 -2.331 2.864 4.904  0.203
H15 -4.709 3.303 5.211  0.219
H16 -4.879 3.808 3.524  0.202
H17 -5.516 1.529 3.232  0.209
H18 -4.543 0.983 4.600  0.207
H19 -1.394 -1.778 2.832  0.229
H20 0.574 -2.286 1.434  0.207

=====

Stability, highest: (b)

=====

(a)
Below is C5H12N in the gas phase, with properties calculated with ωB97M-V with the def2-TZVPD basis set.

Output
E_HOMO (spin up / spin down), eV: -3.839 / -7.669
2S+1: 2
LUMO energy (spin up / spin down), eV: 0.49 / 0.23
Charge: 0
Orbital gap (spin up / spin down), eV: 4.3 / 7.9
M, g/mol: 86.16

Each line ends with the Löwdin spin population.
Element x y z (Å)
C1 -2.565 -1.090 -0.895  0.002
C2 -1.107 -1.018 -0.914  0.011
C3 -0.428 -0.679 0.517  0.044
C4 1.111 -0.250 0.281  0.358
C5 1.298 1.095 0.531  0.330
N1 2.483 1.951 0.892  0.096
H1 -3.264 -0.133 -0.695  0.000
H2 -2.828 -1.278 -2.066  0.000
H3 -3.058 -1.899 -0.077  0.001
H4 -0.656 -2.116 -1.204  0.001
H5 -0.606 -0.450 -1.664  0.003
H6 -1.050 0.023 1.169  0.000
H7 -0.394 -1.727 1.112  0.019
H8 1.997 -0.817 -0.087  0.036
H9 0.530 1.873 0.331  0.035
H10 3.357 1.364 0.646  0.013
H11 2.671 2.838 0.357  0.010
H12 2.510 2.314 1.766  0.041

=====

(b)
Below is 2 unconnected molecules or ions with the total composition C5H12N, with properties calculated with ωB97M-V with the def2-TZVPD basis set.

Output
E_HOMO (spin up / spin down), eV: -8.591 / -10.101
2S+1: 2
LUMO energy (spin up / spin down), eV: 1.10 / -0.86
Charge: 0
Orbital gap (spin up / spin down), eV: 9.7 / 9.2
M, g/mol: 86.16

Each line ends with the Löwdin spin population.
Element x y z (Å)
C1 -4.279 -0.809 -0.315  0.003
C2 -0.039 -0.315 0.370  0.041
N1 -1.328 -0.163 0.556  0.391
C3 3.390 0.564 -0.694  0.031
C4 2.458 0.273 0.511  0.067
C5 1.009 0.601 0.426  0.428
H1 -4.885 -1.617 -0.724  0.000
H2 -4.232 -0.949 0.763  0.000
H3 -3.277 -0.792 -0.722  0.002
H4 -4.764 0.146 -0.516  0.000
H5 3.604 1.627 -0.838  0.000
H6 0.312 -1.350 0.451  -0.006
H7 2.911 0.258 -1.626  0.001
H8 4.347 0.043 -0.654  0.002
H9 2.604 -0.806 0.632  0.001
H10 2.871 0.780 1.387  0.015
H11 -1.541 0.834 0.441  0.007
H12 0.841 1.673 0.551  0.018

=====

(c)
Below is 2 unconnected molecules or ions with the total composition C5H12N, with properties calculated with ωB97M-V with the def2-TZVPD basis set.

Output
E_HOMO (spin up / spin down), eV: -6.146 / -9.361
2S+1: 2
LUMO energy (spin up / spin down), eV: 1.07 / 1.06
Charge: 0
Orbital gap (spin up / spin down), eV: 7.2 / 10.4
M, g/mol: 86.16

Each line ends with the Löwdin spin population.
Element x y z (Å)
C1 1.296 -0.362 -2.392  0.000
C2 0.956 -0.368 -0.929  0.001
C3 1.846 -0.535 0.038  0.000
C4 1.511 -0.608 1.495  0.000
H1 2.368 -0.219 -2.536  0.000
H2 1.011 -1.304 -2.865  0.000
H3 0.773 0.433 -2.926  0.000
H4 -0.104 -0.279 -0.702  0.001
H5 2.894 -0.595 -0.242  0.000
H6 0.464 -0.372 1.679  0.000
H7 1.721 -1.602 1.897  0.000
H8 2.111 0.092 2.081  0.000
C5 -3.443 1.179 0.762  0.611
N1 -2.175 0.831 1.157  0.281
H9 -3.550 1.878 -0.050  0.046
H10 -4.298 0.626 1.111  0.049
H11 -1.994 0.124 1.842  0.004
H12 -1.390 1.080 0.580  0.005

=====

Stability, highest: (b)

=====

(a)
Below is 2 unconnected molecules or ions with the total composition C2H4NO, with properties calculated with ωB97M-V with the def2-TZVPD basis set.

Output
E_HOMO (spin up / spin down), eV: -17.150 / -16.024
LUMO energy (spin up / spin down), eV: -7.61 / -7.18
Charge: +1
Orbital gap (spin up / spin down), eV: 9.5 / 8.8
M, g/mol: 58.06

Each line ends with the natural charge from an NBO analysis.
Element x y z (Å)
C1 -1.572 0.360 -0.035  0.069
C2 0.490 -0.951 0.001  0.443
N1 -0.498 -0.343 0.006  -0.295
O1 2.370 0.311 0.081  -0.462
H1 -1.765 0.944 0.850  0.245
H2 -2.193 0.433 -0.800  0.233
H3 1.141 -1.797 0.325  0.331
H4 2.027 1.043 -0.427  0.437

=====

(b)
Below is 2 unconnected molecules or ions with the total composition C2H4NO, with properties calculated with ωB97M-V with the def2-TZVPD basis set.

Output
E_HOMO (spin up / spin down), eV: -17.528 / -17.528
LUMO energy (spin up / spin down), eV: -8.01 / -8.01
Charge: +1
Orbital gap (spin up / spin down), eV: 9.5 / 9.5
M, g/mol: 58.06

Each line ends with the natural charge from an NBO analysis.
Element x y z (Å)
C1 0.205 0.635 0.281  -0.203
C2 0.202 -0.863 0.032  -0.276
N1 1.376 -0.003 0.012  0.311
O1 2.536 0.037 0.012  -0.018
H1 -0.250 1.070 -1.232  0.325
H2 -0.093 1.317 1.039  0.302
H3 0.025 -1.447 0.957  0.277
H4 -0.338 -1.165 -0.870  0.281

=====

(c)
Below is a gas-phase ion, C2H4NO (charge +1), with properties calculated with ωB97M-V with the def2-TZVPD basis set.

Output
E_HOMO, eV: -15.005
SMILES: [NH3+]C#CO
LUMO energy, eV: -4.53
Charge: +1
Orbital gap, eV: 10.5
M, g/mol: 58.06

Each line ends with the natural charge from an NBO analysis.
Element x y z (Å)
N1 -1.392 0.045 0.038  -0.697
C1 -0.020 0.146 -0.249  -0.150
C2 1.161 0.223 0.059  0.472
O1 2.434 0.257 0.062  -0.587
H1 -1.468 -0.571 0.873  0.458
H2 -1.659 -0.465 -0.816  0.493
H3 -1.811 0.879 0.446  0.479
H4 2.756 -0.514 -0.414  0.533

=====

Stability, highest: (c)